Formula: C57H151N9O19
Source: the OMol25 dataset
Level of theory: ωB97M-V/def2-TZVPD

Structure (XYZ):
```
236
Properties=species:S:1:pos:R:3:forces:R:3
C 10.217660 20.256977 0.044359 0.246 -0.055 1.630
C 10.134528 21.565434 0.862304 -1.416 2.367 -4.769
C 9.996602 21.417812 2.267533 1.607 -1.745 3.922
O 11.047465 22.523809 0.439721 1.392 0.201 0.485
H 11.231504 19.922222 0.263834 0.127 -0.542 -0.124
H 10.084683 20.229987 -1.037162 -0.065 0.780 0.034
H 9.501362 19.556229 0.473262 0.057 -0.336 -0.118
H 9.201985 22.079201 0.628792 -1.447 -0.333 -0.771
H 9.384832 20.577871 2.596674 -0.417 -0.033 -0.178
H 9.759712 22.273542 2.899765 -0.388 0.510 -0.609
H 10.989777 21.159099 2.634642 0.520 -0.298 0.416
C 4.585598 20.470668 8.683455 -1.679 -0.592 2.167
O 4.378921 19.691452 7.538212 0.414 1.042 -1.276
C 5.486435 19.784585 6.706330 0.906 -0.709 0.242
C 4.972576 20.010564 5.335569 -1.405 1.159 -1.213
N 4.090521 18.855011 5.008638 -0.162 0.003 -2.138
H 4.716014 18.105310 4.750182 -0.091 -0.637 0.272
H 3.548893 18.642297 5.834165 -0.056 -0.393 0.778
C 3.059597 18.956458 3.869989 -0.427 0.266 -0.426
C 3.570246 19.726502 2.685451 2.460 -0.305 -0.381
O 4.913412 19.166021 2.320055 -0.105 1.313 -0.121
C 5.700283 20.133496 1.566559 -0.572 0.228 0.387
H 3.573720 20.710431 9.010156 0.179 0.171 0.399
H 5.139060 21.405901 8.599170 0.201 -0.114 -0.554
H 5.019379 19.789030 9.415096 0.289 0.496 0.406
H 6.046721 18.865261 6.876649 0.302 -0.437 -0.744
H 6.234684 20.537424 6.954246 -0.342 0.449 0.246
H 5.617483 20.315561 4.511447 0.608 -1.113 0.034
H 4.299637 20.867039 5.294446 -0.235 0.173 0.807
H 2.220930 19.537158 4.254077 -0.159 -0.318 0.192
H 2.729485 17.964246 3.562361 0.160 -0.163 0.536
H 3.652040 20.752278 3.044872 0.404 0.351 -0.511
H 3.017339 19.698053 1.746519 -0.700 -0.125 0.542
H 5.153120 20.633178 0.767164 -0.456 -0.456 -0.208
H 6.608542 19.724271 1.124169 -0.195 -0.614 0.215
H 5.996945 20.975625 2.191777 0.143 0.044 0.535
C 19.080147 20.749813 4.975035 -0.296 -0.416 -0.871
O 17.647467 20.989141 4.872010 1.028 1.088 1.147
C 16.811342 19.931016 4.569157 -0.417 0.478 -0.056
C 16.495397 18.973889 5.752885 1.242 0.341 -0.747
N 16.008796 19.725459 6.993540 -1.698 -0.956 -0.995
H 15.855090 19.029334 7.708996 -0.095 -0.732 0.310
H 16.693250 20.301646 7.462186 0.550 0.916 -0.568
C 14.641297 20.389120 6.826205 -0.772 -0.574 0.294
C 13.470775 19.359607 6.577194 1.144 -0.604 -0.687
O 13.579982 18.839430 5.243582 -0.333 0.385 -0.122
C 12.343727 18.310885 4.767450 0.022 0.630 0.307
H 19.435144 20.336369 4.031032 -0.067 -0.345 -0.104
H 19.334351 20.050178 5.771266 -0.003 0.200 0.150
H 19.622178 21.692508 5.050080 -0.492 0.043 0.508
H 17.172010 19.474421 3.647450 0.065 -1.099 0.307
H 15.908641 20.439551 4.230593 -0.470 -0.216 0.182
H 17.401492 18.447219 6.052404 -0.010 0.035 0.124
H 15.755517 18.230662 5.455738 -0.079 0.265 0.283
H 14.639736 21.106226 6.005307 0.414 -0.155 0.072
H 14.481909 20.916975 7.766455 -0.185 0.017 -0.059
H 12.469534 19.766155 6.719738 0.141 0.769 0.095
H 13.493818 18.485994 7.228629 0.340 0.086 0.563
H 12.469250 17.891049 3.769405 0.296 -0.285 0.346
H 11.620233 19.119097 4.660552 -0.172 0.425 -0.067
H 11.891346 17.631359 5.489727 0.243 -0.523 -0.153
C 5.488094 24.471696 0.922735 -0.292 -1.033 -0.652
O 6.782829 24.994522 0.836727 1.941 1.285 0.670
C 7.579676 24.794186 2.014239 -0.862 -0.542 -0.831
C 8.986597 25.333568 1.948663 -1.259 1.621 -1.697
N 9.588544 25.027197 0.601531 0.906 0.223 0.444
H 10.179393 24.222782 0.756181 1.426 -1.474 -0.288
H 8.919337 24.659311 -0.059478 -1.003 0.337 -0.103
C 10.383115 26.095072 -0.152522 -0.075 -0.246 1.010
C 9.461721 27.173323 -0.666559 0.650 0.059 -0.309
O 8.548249 26.537211 -1.470437 -0.227 -2.314 -1.039
C 7.639804 27.408361 -2.057853 -1.780 1.656 0.387
H 4.907873 24.759443 0.046002 0.109 0.646 0.208
H 4.955344 24.713078 1.842532 0.057 0.075 -0.006
H 5.600089 23.399304 0.762975 -0.331 -0.560 0.600
H 7.708585 23.718195 2.131422 -0.485 -0.483 0.492
H 7.124170 25.294438 2.868843 -0.305 -0.355 0.267
H 9.509492 24.915129 2.808654 0.582 0.116 -0.469
H 8.900903 26.419369 1.991204 0.415 0.036 0.299
H 10.892814 25.600091 -0.979150 -0.386 -0.225 -0.080
H 11.196387 26.441757 0.485057 -0.314 0.234 0.267
H 10.084582 27.795901 -1.308856 0.120 0.697 0.352
H 8.907047 27.748116 0.075098 0.448 0.283 0.411
H 6.930435 27.735364 -1.297616 0.042 0.385 0.421
H 6.929527 27.004028 -2.779049 0.846 -0.706 -0.373
H 8.112147 28.311113 -2.445186 0.135 -0.127 -0.298
C 12.904623 30.630358 6.396053 -0.044 1.255 0.413
O 13.486502 29.363275 6.555146 -0.361 -1.500 0.912
C 12.824443 28.609867 7.568969 0.561 -0.387 -1.244
C 13.237960 27.073843 7.425667 0.060 3.468 0.306
N 12.911748 26.604683 6.039410 -0.518 -0.579 -0.644
H 12.945675 25.600063 5.941034 0.565 -0.553 0.178
H 11.925034 26.753142 5.883007 -0.424 0.428 0.132
C 13.588087 27.209219 4.757238 0.885 0.686 1.772
C 14.074715 26.143756 3.812109 0.201 0.563 0.422
O 12.943466 25.392023 3.632295 -2.690 -2.762 -0.576
C 13.113403 24.041740 3.133214 1.872 0.609 0.407
H 13.544311 31.120695 5.662248 -0.497 0.360 0.161
H 12.821046 31.182343 7.332227 1.038 0.210 0.273
H 11.837078 30.653035 6.177116 -0.188 -0.717 -1.054
H 11.761152 28.796257 7.418071 -0.530 -0.591 0.031
H 13.023146 28.979414 8.574970 0.432 -0.177 0.141
H 12.662048 26.618257 8.231194 0.185 -0.856 -0.474
H 14.318048 27.054912 7.571106 -0.109 -0.460 0.039
H 14.440145 27.746024 5.174301 -0.314 0.560 -0.407
H 12.779922 27.846612 4.398512 0.702 0.173 -0.461
H 14.909673 25.581790 4.230609 0.096 -0.211 0.274
H 14.430768 26.571064 2.874702 0.070 0.334 -0.045
H 13.649812 23.434390 3.862248 0.011 -0.021 0.611
H 13.865684 24.114094 2.347754 -0.425 -0.274 -0.710
H 12.226392 23.461822 2.878237 -0.321 0.898 -0.311
C 17.411936 20.266785 0.290309 -0.004 -0.015 -0.974
O 15.992765 20.340712 0.372054 -1.104 0.928 0.796
C 15.322967 20.236114 -0.869814 1.822 -0.402 -0.693
C 13.937346 20.761275 -0.760995 1.073 0.597 1.663
N 13.974142 22.104251 0.011145 -1.012 1.006 -3.134
H 12.974960 22.085912 0.157415 -1.483 1.037 1.555
H 14.562351 22.191401 0.827552 0.416 -0.730 0.543
C 14.189773 23.486570 -0.725964 -0.507 -0.606 0.764
C 15.642150 23.956985 -0.482972 -0.458 -1.904 0.416
O 15.947339 23.647949 0.875922 -2.534 -0.001 -0.591
C 17.195760 23.788600 1.458429 1.338 0.134 0.687
H 17.877730 21.149146 -0.148527 -0.373 0.213 -0.649
H 17.549932 19.404101 -0.361485 1.167 -0.159 0.428
H 17.906741 20.273248 1.261502 -0.591 -0.864 0.180
H 15.342609 19.198435 -1.202886 -0.369 -0.353 0.006
H 15.893499 20.741870 -1.648790 0.090 0.482 -0.108
H 13.408401 20.099974 -0.074703 -0.286 0.101 -0.073
H 13.363581 20.874047 -1.680873 0.273 0.126 0.049
H 13.404640 24.141602 -0.348345 0.114 -0.062 0.482
H 13.928384 23.357516 -1.776263 0.503 -0.124 -0.068
H 15.817523 25.007051 -0.716861 0.110 -0.231 -0.382
H 16.097325 23.181345 -1.098847 1.358 0.795 -0.440
H 17.933064 24.325901 0.861940 -0.163 0.127 -0.100
H 17.610886 22.814658 1.717686 0.037 -0.170 -0.223
H 17.043225 24.293312 2.412418 0.201 0.280 -0.059
C 11.020511 19.869077 -5.125432 -0.561 -0.933 -0.835
O 10.335718 20.822646 -4.351054 0.906 2.083 0.782
C 11.063693 22.082602 -4.253597 -1.876 0.351 0.260
C 10.091927 23.028471 -3.357160 0.171 -1.759 -1.678
N 8.634819 23.122024 -4.022711 1.483 0.209 2.125
H 8.474574 23.895059 -4.652669 0.595 0.318 -0.508
H 8.545752 22.251643 -4.527295 -0.420 -0.672 -0.469
C 7.570226 23.231135 -2.959515 0.105 -1.072 1.867
C 7.240713 21.825672 -2.387121 -2.482 0.345 -3.317
O 6.517646 21.109026 -3.468435 1.723 -0.759 0.926
C 5.166249 21.432700 -3.839243 0.023 1.422 1.232
H 11.343462 20.277353 -6.083094 0.076 0.090 -0.027
H 10.273219 19.102383 -5.329941 0.100 -0.063 -0.159
H 11.848715 19.363666 -4.628709 0.215 0.369 0.314
H 11.307105 22.487552 -5.235868 -0.618 0.142 -0.330
H 12.066643 21.965252 -3.843193 -0.138 -0.097 0.873
H 10.479723 24.010709 -3.087135 -0.240 -0.057 -0.371
H 9.931507 22.409949 -2.474100 -0.115 0.384 0.164
H 6.731349 23.830123 -3.313915 0.043 -0.344 -0.074
H 7.961661 23.664543 -2.039163 0.492 1.058 -0.517
H 6.607519 21.847644 -1.500163 0.029 0.416 0.136
H 8.189332 21.346614 -2.144815 -0.230 -0.549 -0.286
H 4.767391 20.731164 -4.571943 0.485 0.054 0.107
H 5.097469 22.468786 -4.170735 0.191 -0.012 -0.814
H 4.506430 21.500556 -2.974293 -0.070 -0.734 0.364
C 2.665016 15.201785 0.796293 -1.132 -0.635 0.186
O 3.777727 15.525876 1.707091 -0.005 -0.734 -1.839
C 4.659114 14.458758 2.029366 0.639 0.319 0.951
C 6.193254 14.667956 1.659084 -0.994 0.550 -0.102
N 6.601618 16.084485 1.932085 0.256 2.046 -1.022
H 6.220691 16.782638 1.309522 -1.726 -0.157 -0.497
H 6.272819 16.371763 2.842827 -0.030 -0.078 0.430
C 8.037804 16.511428 1.722558 0.907 -0.618 -0.090
C 8.459442 16.650417 0.191976 0.307 -0.775 1.889
O 7.942721 17.804103 -0.379357 -1.732 0.012 2.581
C 8.015613 18.054137 -1.734485 0.454 -0.486 -1.098
H 2.120890 16.103949 0.516775 0.506 0.127 0.203
H 1.924243 14.522511 1.218107 -0.023 0.356 1.298
H 2.771049 14.577788 -0.091115 1.708 0.515 -0.463
H 4.385456 13.452720 1.711415 -0.240 0.177 -0.457
H 4.592092 14.422367 3.116694 0.364 -0.238 0.271
H 6.411828 14.483434 0.607281 -0.022 -0.211 0.146
H 6.851651 14.120646 2.333667 -0.276 -0.607 -0.274
H 8.548113 15.739364 2.298412 0.905 0.003 -0.671
H 8.254513 17.448868 2.234752 -0.581 0.157 0.048
H 8.184663 15.669054 -0.194705 -0.079 0.213 -1.065
H 9.544509 16.753838 0.197891 0.295 -0.465 0.055
H 9.064668 17.999185 -2.025284 0.183 0.281 -0.418
H 7.593940 19.046326 -1.895230 0.110 -0.139 -0.149
H 7.472344 17.315892 -2.324366 -0.157 0.015 -0.069
C 8.891368 18.998575 6.869857 -0.527 -1.286 -0.477
O 8.672929 20.382118 6.774256 -0.035 1.976 0.399
C 8.910748 21.016696 5.520280 0.073 -1.904 -0.346
C 8.918462 22.523012 5.542751 -0.460 0.612 1.463
N 8.078957 22.999432 6.718737 1.880 0.662 -0.168
H 7.093502 22.999854 6.497391 -0.413 -0.122 -0.037
H 8.235051 22.369813 7.492891 -0.140 -0.636 0.764
C 8.437058 24.377900 7.218749 -0.511 0.449 0.624
C 7.557611 24.643585 8.450830 0.343 -1.063 0.481
O 7.855306 23.661258 9.425948 0.085 -1.349 -0.328
C 7.121189 23.866122 10.659553 -0.058 1.021 0.535
H 8.474771 18.597558 7.793839 -0.099 0.531 0.112
H 9.910142 18.612469 6.836604 0.435 0.739 -0.117
H 8.356723 18.503814 6.059019 -0.105 -0.184 -0.213
H 8.142543 20.784081 4.782816 -0.228 -0.809 -0.015
H 9.859509 20.605219 5.175825 0.099 0.380 -0.537
H 8.413155 22.962311 4.682647 0.465 -0.202 -0.239
H 9.934343 22.900410 5.659641 -0.234 0.292 0.120
H 8.251816 25.055814 6.385548 -0.159 0.197 0.214
H 9.477681 24.474538 7.528375 0.100 -0.679 -0.256
H 6.534981 24.426962 8.141956 -0.549 1.093 0.069
H 7.793974 25.598789 8.919671 -0.620 0.510 -0.614
H 7.085569 23.066433 11.399366 0.917 -0.604 -0.696
H 6.058463 24.063061 10.518410 0.005 0.387 -0.569
H 7.617126 24.711520 11.136462 -0.386 0.134 0.232
C 19.548423 16.501502 -4.638085 -0.575 1.625 0.302
O 18.322154 17.235099 -4.247876 -1.192 -0.135 -0.346
C 17.750654 18.117284 -5.206296 0.780 -1.559 -1.429
C 16.560946 17.558000 -6.100726 1.733 0.020 1.452
N 15.301084 17.341569 -5.278653 0.930 -0.499 0.375
H 14.764324 18.196975 -5.262203 -0.085 0.432 0.672
H 14.717581 16.734044 -5.835922 -0.358 -0.705 0.017
C 15.562663 16.729189 -3.845719 -1.438 2.247 -0.060
C 14.198515 16.538944 -3.146716 -0.115 -2.105 -1.362
O 13.257556 17.546253 -3.362064 -0.625 2.813 0.669
C 12.142776 17.646641 -2.439891 -0.287 -1.955 -0.152
H 19.699174 15.864925 -3.766224 0.379 -0.093 -0.511
H 20.292938 17.289636 -4.750464 0.451 -0.325 0.308
H 19.514530 16.000896 -5.605738 -0.544 -0.363 0.210
H 18.538894 18.251189 -5.947137 -0.068 0.645 -0.284
H 17.488889 19.097750 -4.808468 -0.010 -0.080 0.404
H 16.818372 16.592231 -6.535621 0.073 0.024 0.133
H 16.441834 18.272144 -6.915532 -0.645 -0.018 0.138
H 16.081274 17.475909 -3.244419 0.665 -0.076 -0.700
H 16.126039 15.803103 -3.959993 -0.113 0.227 0.059
H 14.323161 16.298194 -2.090967 0.178 -0.109 -0.044
H 13.834121 15.688852 -3.723471 -0.549 -0.764 0.743
H 11.479802 16.806671 -2.647306 -0.100 -0.299 -0.150
H 11.455456 18.490841 -2.494848 0.900 0.664 -0.802
H 12.357451 17.512462 -1.379693 0.891 0.169 0.080
```
Positions in Å, forces in eV/Å.

The HOMO-LUMO gap is 7.105 eV. For the energy relative to the best compared isomer or geometry (same formula, charge and spin), the calculation gives 162.4 kcal per mole. For the largest force on an atom, the calculation gives 0.10713 hartree/bohr. The lowest unoccupied orbital energy is -0.534 hartree. As for the molar mass: 1266.88 g mol⁻¹. As for the net charge: +8. For the HOMO energy, the calculation gives -21.65 eV.

Here are the Mulliken charges for atoms 1 to 99, given in e: number 1, C, carries -0.424; number 2, C, carries 2.339; number 3, C, carries -0.855; number 4, O, carries -1.073; number 5, H, carries 0.006; number 6, H, carries -0.381; number 7, H, carries -0.291; number 8, H, carries -0.629; number 9, H, carries 0.192; number 10, H, carries -0.452; number 11, H, carries 0.147; number 12, C, carries -0.722; number 13, O, carries -0.424; number 14, C, carries 0.157; number 15, C, carries -0.539; number 16, N, carries 0.030; number 17, H, carries 0.303; number 18, H, carries 0.484; number 19, C, carries -1.164; number 20, C, carries -0.575; number 21, O, carries 0.007; number 22, C, carries -0.563; number 23, H, carries 0.368; number 24, H, carries 0.212; number 25, H, carries 0.335; number 26, H, carries 0.336; number 27, H, carries -0.187; number 28, H, carries 0.017; number 29, H, carries 0.459; number 30, H, carries 0.456; number 31, H, carries 0.491; number 32, H, carries 0.425; number 33, H, carries 0.548; number 34, H, carries 0.492; number 35, H, carries -0.187; number 36, H, carries 0.171; number 37, C, carries -0.756; number 38, O, carries -0.378; number 39, C, carries -0.126; number 40, C, carries -0.859; number 41, N, carries -0.127; number 42, H, carries 0.406; number 43, H, carries 0.408; number 44, C, carries -0.913; number 45, C, carries -0.152; number 46, O, carries -0.331; number 47, C, carries -0.258; number 48, H, carries 0.320; number 49, H, carries 0.308; number 50, H, carries 0.304; number 51, H, carries 0.407; number 52, H, carries 0.130; number 53, H, carries 0.550; number 54, H, carries 0.309; number 55, H, carries 0.142; number 56, H, carries 0.518; number 57, H, carries 0.312; number 58, H, carries 0.363; number 59, H, carries 0.309; number 60, H, carries -0.269; number 61, H, carries 0.402; number 62, C, carries -0.635; number 63, O, carries -0.247; number 64, C, carries -0.553; number 65, C, carries -0.206; number 66, N, carries 1.905; number 67, H, carries -0.888; number 68, H, carries -0.354; number 69, C, carries -0.533; number 70, C, carries -0.772; number 71, O, carries -0.136; number 72, C, carries -0.965; number 73, H, carries 0.320; number 74, H, carries 0.342; number 75, H, carries 0.055; number 76, H, carries 0.020; number 77, H, carries 0.667; number 78, H, carries 0.014; number 79, H, carries 0.636; number 80, H, carries 0.246; number 81, H, carries 0.379; number 82, H, carries 0.560; number 83, H, carries 0.430; number 84, H, carries 0.314; number 85, H, carries 0.323; number 86, H, carries 0.371; number 87, C, carries -0.835; number 88, O, carries -0.273; number 89, C, carries -0.676; number 90, C, carries -0.697; number 91, N, carries -0.131; number 92, H, carries 0.277; number 93, H, carries 0.391; number 94, C, carries -0.499; number 95, C, carries -0.743; number 96, O, carries -0.069; number 97, C, carries -0.664; number 98, H, carries 0.276; number 99, H, carries 0.360